[1]
DFT (ωB97M-V/def2-TZVPD) results for the molecule C6H10O at a distorted geometry.

Values from the calculation:
- Spin multiplicity: 1
- E_HOMO: -7.846 eV
- Gap between HOMO and LUMO: 8.7 eV

Geometry as XYZ:
```
17
C6H10O, DFT ωB97M-V/def2-TZVPD
O 1.1125 -0.7013 -1.7668
C 2.9258 0.5159 -0.7499
C -1.6325 -0.0060 1.0685
C -2.8431 -0.9201 1.2397
C 1.4807 0.1340 -0.7489
C 0.5267 0.5791 0.0914
C -0.8520 0.1033 -0.0294
H -1.3866 0.6099 1.9314
H 3.3237 1.0280 0.1267
H -3.3563 -0.5952 2.1510
H -2.5479 -1.9532 1.2504
H 3.6867 -0.2030 -1.0193
H 0.8017 1.0800 1.0143
H 0.8999 -0.3238 -2.6154
H 2.8973 1.3422 -1.4920
H -3.6007 -0.6742 0.4911
H -1.4359 -0.0156 -0.9428
```

---

[2]
DFT (ωB97M-V/def2-TZVPD) results for a cluster of 10 separate species, C48H63F27I3NO23S in total.

Values from the calculation:
- Spin multiplicity: 1
- E_HOMO: -9.548 eV
- Gap between HOMO and LUMO: 9.6 eV

Geometry as XYZ:
```
166
C48H63F27I3NO23S, DFT ωB97M-V/def2-TZVPD
I 3.5707 -5.0577 -1.7914
I 8.4836 -2.1513 -3.4744
I 3.7575 -0.4838 0.2277
S -0.9481 -1.5405 -1.0748
F 8.9599 2.1441 -6.5225
F -7.7215 6.5747 -2.9289
F -0.6445 0.0651 4.0610
F -0.3574 5.4344 0.4488
F -9.0909 3.5792 5.5681
F 0.6136 6.0951 -1.3670
F 6.6145 -0.9142 3.5268
F -6.2504 6.2339 -4.4782
F -10.2581 0.5731 -6.3619
F 7.0233 0.8164 4.7679
F -8.1956 2.7763 7.3688
F 8.4595 0.0388 -6.4711
F -8.3187 1.5533 5.5898
F 11.7947 -8.7910 8.5026
F -12.3476 0.0230 -6.5074
F 12.0425 -7.6884 6.6589
F -0.6102 -1.9782 3.3456
F 4.3130 -4.7251 5.7442
F 8.7880 1.1228 -4.6158
F 5.2101 -6.0887 4.3217
F 5.1010 -3.9687 3.8789
F -1.8119 -0.4867 2.3260
F -8.3590 6.2699 -4.9776
F -11.3937 1.1101 -8.1229
F 11.4502 -9.7734 6.6041
F 0.3437 3.9762 -0.9909
F 6.1419 1.0649 2.8013
O -2.1964 -1.8665 5.5008
O -6.0018 3.9233 6.3355
O -1.4237 5.2082 -2.8624
O -8.6176 4.0620 -3.1453
O -6.5614 3.0968 4.3071
O 3.1961 -5.1977 2.4786
O 4.6917 -0.7954 5.3578
O 2.4228 1.0918 -4.7731
O 2.0790 -5.4111 4.4353
O -2.6246 5.1380 -0.9467
O 2.8942 -3.7705 -4.3624
O -12.8848 2.8349 -6.7300
O 6.2848 1.8928 -6.8888
O 3.8626 0.9460 4.1794
O -0.8292 -2.3681 0.0775
O 9.4270 -7.7952 6.1455
O -6.6947 3.6270 -4.2540
O 9.1538 -8.3486 8.3200
O 6.2014 1.4162 -4.6901
O -0.3796 -2.4018 -2.2926
O -11.2947 2.7128 -5.1320
O -2.2123 -1.0053 -1.4775
O -3.7056 -0.8436 4.1626
N 3.9270 -0.5333 -4.1339
C 4.7438 0.1993 4.4901
C 3.1430 1.0068 -2.4665
C -8.8354 2.6519 -2.8811
C 4.4494 -4.9885 4.4465
C 4.1842 -1.2076 -2.8266
C 3.0711 0.5624 -3.9135
C 2.9481 -2.1219 -2.6050
C -13.3891 4.0750 -6.1750
C 11.3121 -8.6216 7.2770
C 6.9114 -1.9966 -0.8783
C 1.1913 -4.0946 1.6434
C -0.2200 5.1921 -0.8475
C 3.0679 -5.2226 3.7896
C -1.3916 -0.9093 3.5100
C 0.1924 -0.2119 -0.8609
C 1.8215 1.4516 -1.8343
C 3.4057 -1.0256 5.9849
C 8.2952 1.2067 -5.8462
C -11.4487 0.9740 -6.7960
C -4.1759 2.6445 4.0376
C 7.7973 -6.0255 6.5769
C 9.8165 -8.2273 7.3325
C -3.2241 -2.1963 6.4674
C -12.5471 5.2523 -6.6096
C 4.1333 -0.0123 -1.8347
C 1.9772 -5.3800 1.7084
C 4.5503 3.5466 -6.3783
C -7.5316 4.3667 -3.8239
C -2.5990 -1.2123 4.4266
C -5.3227 3.5776 3.7286
C -2.6353 5.1493 -3.6608
C -8.0165 2.1822 -1.7012
C 8.0346 -7.4144 6.0331
C -7.4682 5.8966 -4.0500
C -3.9957 -3.4255 6.0463
C -11.8535 2.2985 -6.1057
C -3.3057 6.4981 -3.7595
C 4.8526 2.1663 -6.9104
C 6.1656 0.2943 3.8838
C -6.7374 3.3432 5.5924
C 5.5298 -1.9770 -3.0298
C -8.1126 2.7939 6.0428
C 6.7885 -1.4707 -2.3081
C -1.5961 5.1927 -1.5541
C 0.5895 0.5662 -2.1115
C 6.7871 1.5331 -5.7356
C 3.0645 -3.4927 -3.2363
C 2.4890 -1.8116 5.0748
H 7.9959 -5.9809 7.6470
H 8.4441 -5.3039 6.0768
H 1.0561 -0.6273 -0.3412
H 7.5219 -2.8984 -0.8503
H -8.2604 1.1436 -1.4794
H -8.2333 2.7866 -0.8199
H 3.7218 1.9355 -2.5445
H -3.6519 6.8385 -2.7842
H -12.4915 5.3008 -7.6971
H -5.5223 3.6212 2.6606
H 5.1040 4.3019 -6.9366
H 1.6061 2.4347 -2.2444
H -4.5474 -3.2453 5.1247
H 1.3974 -6.1929 2.1445
H -3.2773 2.9866 3.5237
H -14.4043 4.1469 -6.5575
H 3.6426 -1.5819 6.8886
H 5.4400 -3.0307 -2.7693
H 2.7378 -2.2619 -1.5477
H -4.4031 1.6314 3.7059
H -0.5910 -1.9431 -3.1200
H -4.7068 -3.6949 6.8268
H 6.7604 -5.7410 6.4078
H 4.8136 3.6294 -5.3247
H 2.0717 -1.6647 -3.0676
H -2.3010 4.7967 -4.6334
H 0.7633 -0.0873 -2.9681
H 0.3237 -4.2089 0.9980
H 7.3602 -1.2662 -0.2060
H 5.9316 -2.2830 -0.4981
H 4.5801 2.0719 -7.9582
H 2.2458 -1.2444 4.1767
H 1.5600 -2.0398 5.5972
H -3.3182 -4.2645 5.8872
H 2.3228 -5.6909 0.7259
H -8.6156 2.0877 -3.7858
H 0.8494 -3.8037 2.6349
H -9.9015 2.5781 -2.6863
H -3.8753 -1.3328 6.5976
H 4.7778 -0.1542 -4.5459
H -2.6154 7.2438 -4.1558
H 1.9461 1.5848 -0.7584
H 5.6988 -1.9602 -4.1047
H 2.9734 -0.0665 6.2667
H -4.1613 6.4202 -4.4228
H 7.4222 -8.1582 6.5414
H -3.2996 4.3998 -3.2321
H 4.3355 1.3923 -6.3439
H 7.8249 -7.4630 4.9672
H 3.4845 3.7466 -6.4795
H -3.9717 2.6167 5.1077
H 1.8144 -3.2917 1.2436
H -2.6789 -2.3654 7.3927
H 6.8996 -0.3902 -2.3703
H -12.9944 6.1758 -6.2426
H -11.5351 5.1796 -6.2131
H -5.1344 4.5887 4.0878
H 2.9601 -2.7495 4.7787
H -13.4297 3.9842 -5.0903
H -6.9492 2.2474 -1.9092
H -0.3523 0.4445 -0.1782
H 5.1021 0.4716 -1.7748
H -0.2479 1.2074 -2.3889
```

---

[3]
DFT (ωB97M-V/def2-TZVPD) results for a structure of composition C41H45CaIN6O3 at a distorted geometry.

Values from the calculation:
- Spin multiplicity: 1
- Total charge: +2
- E_HOMO: -12.793 eV
- Gap between HOMO and LUMO: 7.3 eV

Geometry as XYZ:
```
97
C41H45CaIN6O3, DFT ωB97M-V/def2-TZVPD
I 2.8822 -3.5160 4.1989
Ca -0.7067 0.1520 -0.9706
O 1.5116 3.5286 -3.0961
O 2.2824 -3.2451 -1.3679
O 0.2828 0.5998 1.0421
N 5.2265 -4.5267 0.9838
N 2.1177 0.2728 2.2934
N -0.1374 2.2889 -2.2646
N 0.4558 -2.0794 -0.8539
N 1.5936 0.1464 -1.9725
N 4.8946 -3.3226 0.4766
C -1.5576 3.6228 -0.2438
C -3.1641 0.0120 -2.5531
C 3.3716 1.3929 -2.9959
C -3.4777 4.9915 0.4157
C -2.4951 5.0765 -1.8209
C 1.0882 2.3724 -2.5692
C -3.5353 0.9314 -1.5489
C -2.3735 -5.0822 1.6602
C 0.4489 4.4733 -2.9596
C -0.7797 3.5880 -2.6662
C 0.0622 -3.4946 -0.7091
C 1.6459 3.2575 2.3042
C -0.6998 -3.7953 0.5104
C -2.8118 -1.7204 -0.8589
C -3.5167 -1.4026 1.5636
C 4.1610 0.2665 -2.7181
C -3.5276 0.4880 -0.2121
C 3.0600 1.1955 1.5331
C -2.7721 -1.3271 -2.2113
C -2.4721 4.1042 0.7612
C 2.9955 2.6224 2.0124
C -2.3265 -2.2914 -3.2909
C -1.5609 4.0992 -1.5196
C 2.0904 1.2806 -2.4661
C -3.4583 5.5095 -0.9101
C 1.6567 -2.1047 -1.2920
C -3.2468 -0.8527 0.1733
C 4.7928 -4.7573 2.2174
C 1.4397 -4.2027 -0.6573
C -1.6554 -4.8136 0.5249
C 3.9870 -3.6898 2.5050
C 3.7037 -0.8871 -2.0930
C -2.1213 -4.3115 2.7868
C 0.8254 0.6326 2.1523
C 4.0721 -2.8166 1.3750
C 0.2297 1.2187 3.3389
C 2.3583 -0.9260 -1.7708
C -1.0833 -3.3748 2.8456
C -4.0922 2.2510 -1.9713
C -0.3345 -3.1278 1.6962
C 0.8972 2.6029 3.5026
H -1.4040 3.4390 -3.5483
H -0.8434 1.3353 3.3980
H -1.8260 -5.3676 -0.4353
H 0.0941 3.2726 3.8024
H -2.4254 -3.3169 -3.0398
H 5.1657 0.2252 -2.9790
H -4.1196 2.4015 -3.0666
H 2.7697 1.0944 0.4527
H 4.0858 0.8657 1.6521
H -2.4752 5.4930 -2.7989
H -3.4859 3.0378 -1.5971
H -1.2670 -2.0860 -3.5275
H 4.3755 -1.7491 -1.9528
H 0.7488 5.1293 -2.1725
H -0.8393 2.8510 0.0114
H -2.6928 -4.3618 3.6941
H 6.0296 -4.9818 0.5694
H -2.8690 -2.1012 -4.1835
H 0.5256 0.6419 4.2318
H -0.4909 -3.8507 -1.5691
H 1.6355 2.4404 4.2631
H -2.7194 -1.1806 2.2604
H 3.5551 2.7183 2.9437
H -3.2353 0.1852 -3.5864
H 3.9001 2.1860 -3.5079
H 0.9824 3.1983 1.4190
H 2.4017 0.1669 3.2319
H -3.8151 1.2573 0.5608
H -2.3795 3.6682 1.7555
H 1.4884 -5.1691 -1.1574
H 4.9977 -5.6866 2.7415
H -3.0187 -5.9127 1.6939
H 1.8699 -4.2952 0.3462
H -3.6450 -2.4880 1.5016
H 0.5502 -2.4774 1.6916
H -4.1314 5.2957 1.1946
H -4.1818 6.2350 -1.2370
H 3.7516 -1.7792 1.2310
H 0.3647 5.0537 -3.8396
H 3.5425 3.2101 1.2268
H -5.1081 2.3101 -1.6298
H -0.9609 -2.8040 3.7556
H -2.6343 -2.7773 -0.6305
H 1.9086 4.2989 2.5218
H -4.4019 -0.9362 1.9985
```

---

[4]
DFT (ωB97M-V/def2-TZVPD) results for the molecule C22H26ClN3O6S at a distorted geometry.

Values from the calculation:
- Spin multiplicity: 1
- E_HOMO: -7.483 eV
- Gap between HOMO and LUMO: 7.6 eV

Geometry as XYZ:
```
59
C22H26ClN3O6S, DFT ωB97M-V/def2-TZVPD
Cl -1.2889 4.8522 2.5726
S -2.9424 0.6248 -1.7379
O -0.4834 -3.1332 2.2984
O 7.3640 0.8044 -0.8328
O -2.2640 -0.6197 -1.5064
O -3.2467 -1.7173 0.8733
O -4.4111 -2.5599 -0.8553
O -2.8541 1.2209 -3.0323
N -0.5372 -1.8583 0.4007
N -4.5546 0.3717 -1.3999
N 4.6780 0.0634 -0.3271
C -1.0655 -2.6626 1.3447
C -1.7124 3.6817 1.3836
C -3.1840 -3.7164 2.2438
C -1.6145 2.3304 1.6887
C -4.8142 -0.2894 -0.1429
C 6.8071 0.9079 0.4555
C -5.4245 1.4761 -1.7237
C 0.7807 -1.3946 0.2859
C 5.2549 -0.0582 -1.6545
C -2.3975 1.8147 -0.5106
C -1.9639 1.3916 0.7328
C -4.1312 -1.6577 -0.1210
C 3.3985 -0.4503 -0.1136
C 6.3680 0.9779 -1.8133
C -2.4900 3.1604 -0.8172
C 1.0731 -0.5372 -0.7738
C 5.6966 -0.1233 0.6858
C 3.0866 -1.2893 0.9572
C 1.8000 -1.7522 1.1594
C -2.1450 4.1051 0.1327
C -2.5567 -2.9656 1.0791
C 2.3543 -0.0706 -0.9650
H -1.8917 0.3378 0.9477
H -2.6026 -4.6117 2.4413
H -6.4389 1.1053 -1.8687
H 1.5888 -2.4097 1.9858
H 6.3923 1.9174 0.6007
H 2.5470 0.6062 -1.7833
H -5.4276 2.2467 -0.9429
H -4.4824 0.3055 0.7209
H 5.2640 0.0468 1.6722
H 0.2823 -0.2434 -1.4496
H -2.6377 -3.5531 0.1548
H 7.6276 0.7488 1.1572
H 5.6876 -1.0635 -1.7922
H 6.1318 -1.1353 0.6459
H -4.2087 -3.9910 2.0071
H 6.8648 0.8666 -2.7786
H -5.0635 1.9002 -2.6570
H -1.2689 2.0175 2.6610
H 4.4928 0.0984 -2.4152
H -1.1486 -1.5432 -0.3497
H -5.8916 -0.4648 -0.0702
H -2.8134 3.4497 -1.8043
H -3.1704 -3.0923 3.1337
H 5.9389 1.9887 -1.7350
H 3.8556 -1.6133 1.6401
H -2.2078 5.1586 -0.0889
```